Entry 1:
88
Properties=species:S:1:pos:R:3 method="wB97M-V/def2-TZVPD" total_energy_ha=-3963.07376 charge=+1 orbital_gap_ha="0.1834 / 0.1836" spin_multiplicity=1
Rh 2.64 0.47 -1.64
Cl 4.31 7.14 -1.52
C 4.30 5.44 -1.82
C 3.37 4.66 -1.19
C 3.34 3.27 -1.41
N 2.51 2.39 -0.81
C 1.51 2.81 0.05
O 0.81 3.78 -0.14
C 1.33 1.96 1.28
C 0.44 2.40 2.25
C 0.32 1.67 3.42
C 1.09 0.54 3.58
C 1.95 0.18 2.55
N 2.08 0.86 1.42
C 4.33 2.69 -2.27
C 5.26 3.51 -2.93
C 5.24 4.87 -2.71
Cl 6.38 5.86 -3.53
N 4.25 1.33 -2.37
C 5.04 0.54 -3.18
O 6.02 0.88 -3.80
C 4.57 -0.90 -3.22
C 5.29 -1.84 -3.92
C 4.86 -3.16 -3.93
C 3.71 -3.48 -3.23
C 3.03 -2.48 -2.55
N 3.44 -1.21 -2.55
H 2.66 5.13 -0.52
H -0.13 3.31 2.08
H -0.36 1.99 4.20
H 1.04 -0.06 4.48
H 2.58 -0.70 2.65
H 5.99 3.08 -3.59
H 6.19 -1.52 -4.44
H 5.40 -3.92 -4.47
H 3.33 -4.49 -3.20
H 2.12 -2.69 -2.00
N 0.99 3.80 -3.93
C 0.68 2.66 -3.31
N -0.22 2.72 -2.33
S 1.41 1.20 -3.81
H 0.66 4.69 -3.61
H 1.70 3.78 -4.64
H -0.44 3.60 -1.90
H -0.31 1.91 -1.74
C -2.31 0.84 0.75
C -3.59 0.11 0.30
C -4.02 0.70 -1.05
C -4.68 0.44 1.33
C -3.41 -1.45 0.19
O -4.58 -2.03 -0.38
C -3.09 -2.11 1.55
C -4.28 -2.66 2.34
C -3.81 -3.30 3.62
C -3.48 -2.51 4.72
C -2.99 -3.08 5.89
C -2.82 -4.45 5.95
Cl -2.20 -5.17 7.41
C -3.14 -5.26 4.88
C -3.64 -4.67 3.72
C -2.39 -1.89 -0.88
N -1.00 -1.52 -0.67
C -0.27 -0.71 -1.42
N 0.94 -0.58 -0.88
C 0.89 -1.39 0.21
N -0.27 -1.98 0.37
H -2.57 1.85 1.08
H -1.59 0.95 -0.06
H -1.80 0.35 1.59
H -4.25 1.76 -0.93
H -4.90 0.19 -1.45
H -3.22 0.63 -1.80
H -4.87 1.51 1.32
H -4.37 0.16 2.34
H -5.63 -0.05 1.11
H -5.33 -1.88 0.20
H -2.52 -1.43 2.19
H -2.41 -2.96 1.38
H -4.81 -3.40 1.74
H -5.00 -1.87 2.58
H -3.62 -1.44 4.67
H -2.74 -2.46 6.74
H -3.02 -6.33 4.95
H -3.90 -5.31 2.88
H -2.68 -1.47 -1.84
H -2.46 -2.98 -0.95
H -0.61 -0.25 -2.34
H 1.72 -1.54 0.88

=====

Entry 2:
85
Properties=species:S:1:pos:R:3 method="wB97M-V/def2-TZVPD" total_energy_ha=-5874.80538 charge=-1 orbital_gap_ha="0.2557 / 0.2650" spin_multiplicity=2 s_squared=0.758
Sc -0.59 -0.22 -0.19
O -1.91 -1.82 -1.10
S -3.12 -1.63 -0.27
O -3.72 -2.79 0.31
N -2.61 -0.53 0.70
C -3.15 0.01 1.85
C -4.38 -0.24 2.39
C -4.78 0.41 3.59
C -3.95 1.29 4.23
C -2.66 1.55 3.69
C -1.72 2.41 4.30
C -0.51 2.61 3.71
C -0.21 1.95 2.50
N -1.05 1.15 1.91
C -2.27 0.93 2.50
C -4.32 -0.95 -1.37
C -5.65 -1.33 -1.23
C -6.58 -0.82 -2.12
C -6.18 0.05 -3.13
C -4.85 0.41 -3.26
C -3.90 -0.09 -2.38
H -5.04 -0.95 1.92
H -5.76 0.20 4.00
H -4.25 1.77 5.15
H -1.98 2.90 5.23
H 0.25 3.24 4.17
H 0.74 2.10 2.00
H -5.93 -2.03 -0.45
H -7.63 -1.11 -2.03
H -6.92 0.44 -3.82
H -4.54 1.08 -4.06
H -2.85 0.18 -2.47
O 3.12 -1.19 0.17
Se 1.90 -0.47 0.97
O 0.51 -1.44 0.93
O 1.29 0.83 0.08
O 2.25 -0.02 2.48
C -0.12 2.75 -2.60
C -0.56 1.48 -1.92
O -1.47 1.56 -1.01
N -0.07 0.29 -2.21
Te 2.07 0.01 -2.79
C 3.58 0.13 -4.45
C 3.77 1.30 -5.18
C 2.99 2.57 -4.92
C 4.71 1.32 -6.22
C 5.48 0.22 -6.52
C 6.51 0.25 -7.63
C 5.32 -0.93 -5.75
C 4.39 -1.00 -4.71
C 4.33 -2.27 -3.90
C 1.08 -1.47 -4.02
C 0.57 -1.11 -5.27
C 0.80 0.24 -5.92
C -0.22 -2.02 -5.97
C -0.53 -3.27 -5.45
C -1.42 -4.23 -6.21
C -0.03 -3.60 -4.20
C 0.76 -2.72 -3.47
C 1.17 -3.17 -2.08
H -0.63 3.61 -2.16
H -0.32 2.70 -3.67
H 0.96 2.88 -2.46
H 2.46 2.54 -3.97
H 2.25 2.76 -5.71
H 3.67 3.43 -4.90
H 4.83 2.24 -6.79
H 6.44 1.18 -8.20
H 6.36 -0.58 -8.33
H 7.52 0.18 -7.24
H 5.95 -1.80 -5.94
H 5.20 -2.90 -4.11
H 3.43 -2.84 -4.13
H 4.33 -2.06 -2.83
H 0.92 1.03 -5.18
H -0.04 0.50 -6.57
H 1.71 0.23 -6.53
H -0.61 -1.73 -6.95
H -1.70 -3.83 -7.18
H -2.34 -4.44 -5.65
H -0.92 -5.19 -6.37
H -0.29 -4.55 -3.76
H 1.33 -4.25 -2.06
H 0.37 -2.96 -1.36
H 2.05 -2.68 -1.69

=====

Entry 3:
91
Properties=species:S:1:pos:R:3 method="wB97M-V/def2-TZVPD" total_energy_ha=-4459.35592 charge=-2 orbital_gap_ha=0.2398 spin_multiplicity=1
Na -0.03 -0.55 0.23
C 0.45 -2.30 3.36
C 0.11 -0.86 3.59
C -0.01 -0.18 4.81
C -0.38 1.11 4.47
C -0.70 2.26 5.36
N -0.46 1.16 3.12
N -0.18 -0.05 2.58
B -0.83 2.38 2.22
N 0.38 2.91 1.40
N 0.72 2.42 0.16
C 1.72 3.17 -0.27
C 2.30 2.97 -1.63
C 2.08 4.13 0.70
C 1.20 3.93 1.74
C 1.12 4.67 3.03
N -2.01 2.02 1.28
N -1.88 1.06 0.32
C -3.04 1.01 -0.31
C -3.25 0.04 -1.43
C -3.94 1.95 0.23
C -3.24 2.57 1.25
C -3.68 3.65 2.18
H 1.15 -2.65 4.12
H 0.91 -2.45 2.38
H -0.44 -2.93 3.42
H 0.14 -0.56 5.81
H -0.63 1.94 6.40
H -1.71 2.64 5.19
H -0.02 3.10 5.22
H -1.19 3.26 2.95
H 1.84 2.12 -2.13
H 3.38 2.79 -1.58
H 2.14 3.85 -2.26
H 2.86 4.87 0.65
H 1.79 5.53 3.00
H 1.42 4.05 3.88
H 0.11 5.03 3.24
H -2.49 -0.75 -1.43
H -3.21 0.53 -2.41
H -4.23 -0.45 -1.35
H -4.96 2.15 -0.06
H -4.71 3.91 1.96
H -3.06 4.55 2.08
H -3.62 3.33 3.23
O -0.39 -1.43 -7.87
S 0.35 -0.33 -7.30
O 1.11 0.49 -8.23
N 1.26 -0.80 -6.04
C 0.87 -0.24 -4.90
S 1.54 -0.44 -3.38
C -0.34 0.65 -5.07
C -1.03 1.36 -4.10
C -2.13 2.11 -4.49
C -2.53 2.17 -5.83
C -1.83 1.46 -6.80
C -0.75 0.70 -6.39
H -0.71 1.31 -3.07
H -2.69 2.67 -3.75
H -3.38 2.77 -6.11
H -2.13 1.49 -7.84
C 5.46 -0.70 0.79
C 5.00 -0.47 2.08
C 3.67 -0.10 2.26
N 2.82 0.05 1.25
C 3.27 -0.18 0.01
C 4.57 -0.56 -0.26
H 6.48 -1.00 0.62
H 5.65 -0.58 2.94
H 3.27 0.08 3.25
H 2.55 -0.07 -0.80
H 4.87 -0.74 -1.29
Cl -4.08 -4.46 1.69
C -3.50 -2.98 0.85
Cl -3.09 -1.67 1.96
H -4.29 -2.64 0.20
H -2.60 -3.23 0.29
Cl 1.59 -9.10 -0.35
C 1.19 -7.38 -0.37
C 0.01 -6.97 -0.95
C -0.30 -5.61 -0.96
C 0.57 -4.68 -0.40
C 1.76 -5.12 0.17
C 2.08 -6.48 0.19
C 0.21 -3.21 -0.39
O -0.96 -2.91 -0.74
O 1.10 -2.42 0.02
H -0.66 -7.69 -1.40
H -1.21 -5.25 -1.40
H 2.43 -4.38 0.59
H 3.00 -6.83 0.64

=====

Entry 4:
88
Properties=species:S:1:pos:R:3 method="wB97M-V/def2-TZVPD" total_energy_ha=-5641.28827 charge=+1 orbital_gap_ha="0.2117 / 0.1669" spin_multiplicity=6 s_squared=8.804
Ru 0.54 -1.72 0.33
S 2.59 -1.63 4.28
C 0.91 -1.88 4.60
C 0.15 -1.85 3.48
C 0.89 -1.62 2.29
C 2.25 -1.50 2.59
C 3.23 -1.43 1.55
C 4.62 -1.35 1.73
C 5.44 -1.36 0.62
C 4.87 -1.51 -0.64
C 3.49 -1.58 -0.75
N 2.70 -1.51 0.31
H 0.60 -2.04 5.61
H -0.92 -2.00 3.49
H 5.02 -1.29 2.73
H 6.51 -1.28 0.73
H 5.48 -1.57 -1.52
H 3.02 -1.70 -1.71
C 2.83 2.80 -4.53
C 3.54 2.02 -3.63
C 2.98 1.68 -2.41
C 1.69 2.11 -2.11
C 0.98 2.89 -3.00
C 1.55 3.23 -4.22
Ge 0.81 1.26 -0.48
C 2.00 1.93 1.06
C 1.59 1.60 2.34
C 2.30 2.02 3.45
C 3.46 2.76 3.28
C 3.88 3.09 2.00
C 3.16 2.68 0.89
C -0.91 2.37 -0.36
C -1.07 3.26 0.69
C -2.25 3.99 0.81
C -3.27 3.82 -0.10
C -3.12 2.92 -1.14
C -1.94 2.21 -1.28
H 3.27 3.08 -5.47
H 4.52 1.66 -3.89
H 3.53 1.05 -1.73
H -0.02 3.23 -2.76
H 0.98 3.83 -4.91
H 0.69 1.02 2.48
H 1.96 1.77 4.44
H 4.04 3.06 4.14
H 4.77 3.69 1.87
H 3.49 2.97 -0.09
H -0.29 3.38 1.43
H -2.36 4.69 1.63
H -4.17 4.41 -0.01
H -3.92 2.76 -1.85
H -1.82 1.56 -2.13
F 0.43 -2.32 -1.81
P 0.17 -1.44 -3.28
F -1.26 -2.15 -3.35
F -0.53 -0.28 -2.31
F 0.90 -2.60 -4.06
F -0.08 -0.54 -4.55
F 1.58 -0.71 -2.97
Cl -1.19 -6.26 -0.89
C -0.08 -5.94 0.45
C 0.18 -4.43 0.52
O -0.80 -3.67 0.65
O 1.35 -4.02 0.48
H 0.85 -6.47 0.27
H -0.56 -6.27 1.37
C -4.08 -1.41 -1.95
C -4.06 -2.04 -0.56
N -3.78 -1.09 0.51
C -4.92 -0.57 1.24
C -5.64 0.55 0.48
C -2.52 -0.73 0.80
C -2.25 0.18 1.96
N -1.49 -1.13 0.12
H -4.32 -2.17 -2.68
H -3.12 -0.98 -2.23
H -4.83 -0.62 -2.02
H -3.31 -2.84 -0.52
H -5.03 -2.48 -0.35
H -4.60 -0.19 2.21
H -5.61 -1.40 1.43
H -4.94 1.34 0.22
H -6.41 0.97 1.11
H -6.11 0.19 -0.42
H -2.60 -0.24 2.90
H -2.74 1.15 1.82
H -1.18 0.34 2.02
H -1.71 -1.66 -0.72

=====

Entry 5:
84
Properties=species:S:1:pos:R:3 method="wB97M-V/def2-TZVPD" total_energy_ha=-2573.43920 charge=0 orbital_gap_ha=0.1466 spin_multiplicity=1
F -2.80 1.64 5.13
C -3.12 1.99 3.86
F -3.48 0.87 3.17
F -4.16 2.84 3.89
S -1.65 2.74 2.95
C -2.07 2.71 1.27
C -1.17 3.16 0.29
C -1.70 3.45 -1.02
C -0.91 3.95 -2.04
C 0.48 4.13 -1.81
N 1.35 4.32 -2.94
O 2.58 4.10 -2.79
O 0.87 4.67 -4.04
C 1.03 3.90 -0.53
C 0.26 3.35 0.47
O -1.58 4.11 3.41
O -0.57 1.81 3.23
H -3.13 2.60 1.04
H -2.76 3.27 -1.18
H -1.27 4.19 -3.04
H 2.08 4.10 -0.37
H 0.75 3.03 1.39
C -4.57 -4.70 4.79
N -3.89 -3.45 5.05
C -4.29 -2.79 6.27
C -2.99 -2.93 4.17
C -2.14 -1.84 4.54
C -1.30 -1.27 3.61
C -1.28 -1.71 2.26
C -0.52 -1.01 1.27
C -0.34 -1.45 -0.02
C 0.61 -0.92 -0.93
C 0.43 -1.17 -2.36
C -0.83 -1.58 -2.87
C -0.99 -1.94 -4.20
C 0.05 -1.70 -5.13
N -0.14 -1.96 -6.47
C 0.50 -1.21 -7.52
C -0.87 -3.12 -6.93
C 1.29 -1.19 -4.66
C 1.50 -1.07 -3.29
C 1.76 -0.16 -0.46
C 2.34 -0.38 0.82
C 3.44 0.34 1.26
C 4.10 1.22 0.38
N 5.26 1.87 0.78
C 6.46 1.91 -0.02
C 5.30 2.65 2.00
C 3.56 1.44 -0.91
C 2.38 0.82 -1.27
C -2.03 -2.87 1.93
C -2.87 -3.46 2.86
H -3.90 -5.40 4.27
H -4.86 -5.14 5.75
H -5.48 -4.57 4.18
H -4.07 -1.73 6.24
H -5.37 -2.93 6.42
H -3.80 -3.22 7.16
H -2.16 -1.46 5.56
H -0.62 -0.48 3.92
H -0.06 -0.08 1.60
H -1.00 -2.22 -0.42
H -1.71 -1.61 -2.22
H -1.95 -2.32 -4.56
H 0.91 -0.28 -7.11
H 1.31 -1.78 -7.99
H -0.24 -0.96 -8.29
H -1.24 -3.70 -6.08
H -1.72 -2.83 -7.56
H -0.21 -3.77 -7.53
H 2.08 -0.95 -5.36
H 2.52 -0.88 -2.96
H 1.91 -1.14 1.48
H 3.85 0.18 2.26
H 6.36 1.23 -0.87
H 6.67 2.92 -0.39
H 7.33 1.60 0.59
H 4.32 2.63 2.47
H 6.05 2.25 2.70
H 5.57 3.69 1.77
H 4.02 2.16 -1.59
H 1.93 1.12 -2.22
H -1.96 -3.30 0.93
H -3.45 -4.33 2.58

=====

Values for energy relative to the best compared isomer or geometry (same formula, charge and spin), kcal/mol, ordered as above
56.2 12.1 0.0 73.8 7.1